[1]
Formula: C4H4N4
Source: the Open Molecules 2025 dataset
Level of theory: the ωB97M-V functional and the def2-TZVPD basis

Geometry (Å):
N: 3.33 -0.16 0.22
C: -1.36 -1.09 -0.07
N: -0.85 1.11 -0.11
H: 2.04 1.46 0.06
H: -0.97 -2.18 0.25
H: -2.75 1.74 0.12
C: -2.08 0.85 0.07
N: 1.01 -0.60 -0.27
H: 4.12 0.60 0.48
C: 2.15 0.33 -0.09
C: -0.22 -0.17 -0.14
N: -2.54 -0.51 0.23

Its structure (SMILES) is [H]/N=C/N=C1/C=NC=N1. The value obtained for the energy above the lowest of the compared OMol25 structures with the same formula, charge and spin is 73.5 kcal per mole. As for the total charge: 0. The calculation puts the largest force on an atom at 5.010 eV Å⁻¹. The orbital gap is 8.255 eV. The calculation puts the total energy at -10169.649 eV. Its HOMO energy is -10.30 eV.

[2]
Formula: C16H12ClN2O4S
Source: the Open Molecules 2025 dataset
Level of theory: the ωB97M-V functional and the def2-TZVPD basis

Geometry (Å):
H: 0.32 2.14 -6.22
H: 1.16 1.38 3.83
H: -1.19 -2.43 3.05
O: 0.39 -1.93 -1.97
O: 3.73 0.87 3.82
H: -3.26 2.05 3.73
C: -1.44 0.96 3.28
C: 0.89 -0.06 -3.69
C: 1.33 0.29 -0.92
Cl: 1.59 -0.17 0.61
O: 3.06 -1.11 3.10
C: -3.03 -1.35 3.42
N: 2.82 0.08 3.47
C: 1.90 -0.82 -4.27
C: 0.77 1.31 -5.68
C: -5.01 0.05 3.87
C: 2.33 -0.53 -5.57
H: -0.46 1.61 -3.92
C: -0.85 -0.31 3.08
C: -1.68 -1.46 3.16
S: 0.26 -0.49 -2.02
H: -0.82 1.86 3.25
C: -2.81 1.07 3.53
O: -1.07 0.09 -1.97
H: 0.86 -1.47 2.56
H: 2.08 0.74 -7.30
C: 1.48 0.43 3.42
H: 2.33 -1.67 -3.73
N: -6.17 0.17 4.03
H: -3.64 -2.25 3.52
H: 3.12 -1.14 -6.02
C: 0.33 1.02 -4.38
C: 1.76 0.53 -6.28
C: -3.61 -0.08 3.61
H: 2.00 1.05 -1.29
C: 0.57 -0.47 2.89

As for the total charge: -1. The calculation puts the largest force on an atom at 4.510 eV Å⁻¹. The orbital gap is 4.080 eV. The calculation puts the total energy at -51309.495 eV. Its HOMO energy is -2.93 eV.

[3]
Formula: C18H46N5O10S3
Source: the Open Molecules 2025 dataset
Level of theory: the ωB97M-V functional and the def2-TZVPD basis

Geometry (Å):
H: -2.11 -6.36 -0.36
H: 3.02 6.96 -2.53
S: 5.55 -3.83 -2.16
S: -0.23 1.55 6.55
O: -5.40 -6.95 0.05
H: 5.12 -4.02 1.05
N: -3.37 7.48 -0.46
H: 3.40 2.61 -7.46
O: 5.90 -2.90 -3.23
C: 1.28 0.65 4.35
C: 0.50 -0.45 4.97
H: -3.00 -1.67 -4.03
H: -4.26 -5.58 2.75
O: 0.43 4.83 0.09
C: -0.84 -0.02 5.65
H: -2.93 -7.15 0.90
O: -2.29 1.34 0.56
H: 1.02 1.20 -2.64
H: 1.85 7.70 -1.79
N: -6.29 1.85 -0.74
C: -0.51 1.05 -1.17
C: -2.56 -5.11 1.55
H: -6.93 2.17 -0.02
O: 4.90 -5.13 -2.53
H: 0.99 -0.90 5.84
H: -3.99 -3.84 2.77
C: -1.28 1.79 0.10
H: 1.69 7.32 -3.35
C: -2.81 -6.16 0.45
H: 7.46 -3.48 0.94
O: -0.76 -0.11 -1.45
H: 0.97 2.76 4.75
N: 2.35 7.69 -2.67
C: -0.85 3.13 0.46
H: -4.09 -1.90 -5.28
H: 0.86 0.88 3.37
N: -3.11 -1.82 -5.02
N: 3.65 3.12 -6.63
H: 4.62 3.37 -6.80
H: 4.61 -1.96 -1.26
H: -3.66 6.89 -1.23
O: -1.17 2.66 6.46
H: -6.09 -4.62 1.48
H: 3.55 2.51 -5.83
C: -3.93 -4.73 2.15
S: -4.57 -5.77 -0.11
H: -2.87 -0.90 -5.35
H: -3.23 8.43 -0.78
C: 5.22 -3.10 0.48
O: -4.35 -5.15 -1.39
H: -2.61 -2.63 -5.37
H: 6.84 -5.15 -0.64
H: -4.17 7.54 0.16
C: 6.77 -3.15 0.16
O: 2.09 3.18 -1.87
H: 7.15 -2.16 -0.11
C: 1.00 2.91 -1.40
H: -1.62 0.27 4.94
H: 2.31 0.44 4.05
H: -1.88 -5.49 2.31
H: 3.12 3.97 -6.54
H: 2.74 8.57 -2.98
C: 0.51 1.77 -1.88
H: -5.43 1.46 -0.39
C: 0.26 3.61 -0.20
H: -2.19 -4.15 1.18
H: -2.62 6.93 -0.08
H: -1.33 -0.59 6.43
C: 4.57 -2.99 -0.90
H: 4.89 -2.31 1.16
C: 1.21 1.86 5.32
H: 2.09 2.21 5.86
H: 8.01 -4.30 -1.35
O: 0.21 1.09 7.82
H: 0.35 -1.21 4.21
H: -5.95 2.56 -1.38
H: 3.54 -3.31 -1.03
H: -1.39 3.71 1.19
C: 7.00 -4.13 -1.00
H: -5.02 -3.46 0.84
H: -6.84 1.10 -1.12
C: -5.06 -4.50 1.16

The value obtained for the energy above the lowest of the compared OMol25 structures with the same formula, charge and spin is 270.5 kcal per mole. As for the total charge: +3. The calculation puts the largest force on an atom at 5.836 eV Å⁻¹. The orbital gap is 3.262 eV. The calculation puts the total energy at -79807.481 eV. Its HOMO energy is -11.06 eV.

[4]
Formula: C40H44Ge2N5Sr
Source: the Open Molecules 2025 dataset
Level of theory: the ωB97M-V functional and the def2-TZVPD basis

Geometry (Å):
Ge: -0.80 -1.64 -0.37
C: -4.27 2.63 -0.28
H: 2.50 -1.04 -1.59
N: 6.05 5.87 -0.07
H: 0.01 -2.53 4.03
C: -0.60 -2.20 3.18
H: -0.68 -1.11 3.22
H: 3.36 5.79 -2.29
H: 1.73 -3.80 -5.25
H: 1.24 -3.93 -1.01
H: 0.73 -5.16 0.67
C: -3.15 -3.23 0.67
H: 7.16 -0.86 0.06
C: 0.81 4.62 -0.34
H: -1.60 -2.62 3.31
H: -1.13 4.41 -1.31
H: -3.43 4.24 -1.44
H: -6.41 -0.99 -0.74
H: -1.09 4.05 0.51
C: 1.45 1.54 3.76
C: 1.57 -3.97 -3.12
N: -4.04 0.54 -0.01
C: 4.05 0.22 -0.78
C: -5.37 0.72 0.01
C: 5.36 0.25 -0.32
H: 2.79 -2.90 1.10
H: -7.33 0.01 0.39
H: -1.00 -1.12 -3.35
H: -3.54 -0.34 0.07
H: 2.31 -4.77 -3.05
C: 3.52 -0.99 -1.22
C: 2.15 -2.31 1.76
C: 6.14 -0.90 -0.30
Sr: -0.35 1.34 -0.21
H: -0.05 1.76 5.39
H: 5.79 1.19 0.01
H: 0.96 5.19 -2.43
C: -0.72 1.70 3.28
H: 2.42 -2.53 2.79
C: -6.34 -0.40 0.17
H: -3.03 -1.88 -2.42
H: 3.37 4.83 1.89
H: -6.05 -1.07 0.97
C: 0.23 -4.73 1.54
C: -2.60 -2.52 -0.41
N: -3.34 1.68 -0.18
H: -4.80 -4.34 1.47
C: -0.54 4.23 -0.41
C: 1.50 5.09 -1.49
C: 2.83 5.43 -1.41
H: 6.19 -3.01 -0.71
Ge: 0.26 -2.77 1.51
C: 1.51 4.54 0.89
H: -4.85 4.67 -0.49
C: 4.29 -2.15 -1.20
H: -0.79 -5.13 1.58
H: -2.57 -3.36 1.58
C: 0.19 1.68 4.34
H: -1.80 1.78 3.33
H: -5.25 -2.91 -2.54
C: -3.94 4.07 -0.49
C: 2.27 1.42 1.37
C: -4.42 -3.80 0.61
H: 0.05 -1.99 -5.39
C: -5.18 -3.69 -0.54
C: 0.31 -2.41 -4.43
C: 3.21 1.47 -0.80
C: 0.96 -3.49 -1.96
C: 1.25 -3.43 -4.35
H: 2.41 1.48 4.27
C: -3.40 -2.42 -1.55
H: 2.35 -1.25 1.57
C: 1.26 1.48 2.38
C: 2.84 4.89 0.96
H: -6.17 -4.13 -0.59
C: 4.92 5.63 -0.13
C: -4.66 -3.00 -1.63
C: -0.29 -1.93 -3.26
H: 2.86 1.65 -1.81
C: -5.56 2.08 -0.17
H: 3.83 2.33 -0.52
H: 3.86 -3.08 -1.56
C: 0.02 -2.46 -2.00
H: 3.30 1.45 1.73
C: 3.51 5.32 -0.19
H: -3.30 4.45 0.31
H: 0.99 4.19 1.77
N: -0.10 1.57 2.08
H: -6.51 2.60 -0.21
H: 0.77 -5.07 2.44
N: 2.03 1.40 0.09
C: 5.60 -2.11 -0.73

The value obtained for the energy above the lowest of the compared OMol25 structures with the same formula, charge and spin is 12.0 kcal per mole. As for the total charge: 0. The calculation puts the largest force on an atom at 2.077 eV Å⁻¹. Its spin multiplicity is 2. The orbital gap (spin up / spin down) is 6.511 / 4.430 eV. The calculation puts the total energy at -163511.997 eV. Its HOMO energy (spin up / spin down) is -6.77 / -6.77 eV.

[5]
Formula: BH20O8
Source: the Open Molecules 2025 dataset
Level of theory: the ωB97M-V functional and the def2-TZVPD basis

Geometry (Å):
H: -0.58 2.87 -0.70
H: -1.16 0.67 -0.14
H: 1.42 3.53 -0.30
H: -0.48 -3.44 0.18
H: -1.06 -0.07 -2.00
H: 0.71 -0.92 2.13
H: 2.84 -1.29 -1.04
B: -0.44 0.16 -1.01
H: 1.42 -1.86 1.22
O: 1.05 -1.78 2.10
H: -0.70 -3.09 -1.25
H: 2.70 3.65 0.47
H: 0.00 -0.91 -0.59
O: 1.78 0.73 1.20
O: -0.38 3.71 -0.30
H: 0.99 1.10 1.59
O: -2.31 -1.44 1.53
H: -3.14 -0.26 -0.84
H: 0.57 0.88 -1.32
O: -3.89 -0.70 -0.50
O: 2.34 3.85 -0.38
O: -0.89 -3.73 -0.61
H: -1.58 -1.15 1.03
H: -0.16 3.60 0.65
O: 2.87 -1.03 -1.94
H: -1.92 -2.04 2.12
H: 2.10 -0.50 -2.06
H: -3.56 -0.98 0.37
H: 1.44 0.44 0.39

The value obtained for the energy above the lowest of the compared OMol25 structures with the same formula, charge and spin is 13.6 kcal per mole. As for the total charge: -1. The calculation puts the largest force on an atom at 2.884 eV Å⁻¹. The orbital gap is 9.858 eV. The calculation puts the total energy at -17381.964 eV. Its HOMO energy is -7.10 eV.